{"formula": "C5H13NO", "method": "the ωB97M-V functional and the def2-TZVPD basis", "species": ["O", "H", "C", "C", "H", "C", "C", "H", "H", "H", "H", "H", "H", "H", "H", "H", "N", "H", "C", "H"], "xyz": [[1.376, -1.176, -1.502], [2.479, -0.600, 0.082], [-1.982, -0.198, 0.366], [-0.064, 1.444, 0.514], [0.429, -2.880, 0.351], [1.712, -1.310, -0.196], [-1.137, 0.821, -0.388], [0.444, 0.646, 1.068], [0.705, -1.834, -1.729], [0.537, 2.971, -0.696], [-0.646, 0.332, -1.236], [1.405, 1.598, -0.881], [-1.375, -1.047, 0.679], [-0.533, 2.112, 1.241], [-2.797, -0.560, -0.267], [-1.777, 1.611, -0.790], [0.960, 2.197, -0.191], [-2.422, 0.251, 1.246], [1.185, -2.171, 0.652], [1.500, -2.208, 1.677]], "forces_ev_per_angstrom": [[0.003, -0.009, -0.284], [0.029, 0.044, 0.025], [-0.105, 0.023, -0.434], [-0.069, -0.246, -0.190], [-0.142, -0.078, -0.107], [0.127, 0.057, -0.021], [0.129, -0.069, 0.270], [-0.205, 0.156, 0.030], [0.056, 0.063, 0.023], [0.117, -0.091, -0.004], [-0.016, 0.122, 0.039], [-0.071, 0.139, -0.002], [-0.011, -0.019, 0.046], [-0.007, -0.098, 0.070], [0.033, -0.080, 0.106], [0.024, 0.028, -0.063], [0.173, 0.195, -0.155], [-0.156, 0.080, 0.312], [-0.053, -0.292, 0.171], [0.142, 0.076, 0.168]], "lowdin_charge": [-0.01, 0.12, -0.11, -0.32, 0.06, -0.31, -0.27, 0.09, 0.11, 0.06, 0.09, 0.05, 0.05, 0.11, 0.07, 0.10, -0.01, 0.07, -0.01, 0.05], "homo_energy_ev": -9.0289, "spin_multiplicity": 1, "smiles": "C=CO.CCCN", "relative_energy_ev": 1.482, "e_lumo_ev": 0.88}

---

{"formula": "C30H24N7O3PdSe", "method": "the ωB97M-V functional and the def2-TZVPD basis", "species": ["H", "H", "H", "C", "H", "H", "N", "N", "H", "C", "H", "H", "C", "H", "C", "H", "C", "H", "H", "C", "H", "N", "C", "C", "Pd", "H", "O", "C", "C", "C", "O", "C", "O", "H", "C", "H", "H", "C", "Se", "C", "N", "H", "H", "H", "C", "C", "N", "H", "C", "C", "C", "C", "H", "C", "C", "C", "C", "H", "C", "C", "H", "C", "N", "C", "C", "N"], "xyz": [[0.119, 1.781, -4.555], [-1.390, -1.844, 0.549], [5.423, 3.799, -0.914], [-1.014, -3.791, -0.273], [3.274, 4.085, 0.320], [3.051, 1.081, 3.045], [0.860, 2.976, -0.734], [1.368, 0.038, 0.340], [-1.869, -6.357, -2.998], [-1.271, -2.430, -0.354], [-0.946, -4.369, -3.598], [2.160, -0.451, -1.487], [-0.495, 0.567, 6.220], [-4.106, -0.070, -1.110], [1.607, 0.441, 1.595], [4.515, -0.025, -0.835], [3.718, 0.106, -0.115], [1.498, 0.390, 4.401], [-0.280, 0.413, -3.506], [0.430, 0.564, 2.508], [-0.896, -4.276, 0.687], [-1.197, -6.748, -2.365], [-1.045, -3.856, -2.650], [-1.275, -2.489, -2.627], [-0.811, 0.615, -0.598], [-6.301, 0.746, -0.247], [0.649, 0.346, 6.661], [-5.422, 0.759, 0.384], [-5.467, 1.256, 1.678], [-0.588, 0.600, 4.674], [-0.021, -6.502, -0.451], [0.510, 1.105, -3.789], [-1.596, 0.644, 6.799], [3.414, 1.612, -4.019], [-0.910, -4.525, -1.443], [0.512, 3.326, 0.140], [5.487, 2.586, -3.049], [2.404, -0.133, -0.479], [-1.816, 2.571, -1.836], [3.963, 0.555, 1.170], [-1.390, -1.769, -1.516], [4.971, 0.784, 1.493], [-6.389, 1.645, 2.090], [-2.702, 0.724, 4.651], [0.036, 2.184, -1.566], [-0.657, -6.004, -1.356], [-3.096, 0.287, 0.633], [-1.368, -1.941, -3.560], [2.199, 2.295, -2.379], [-1.813, 0.695, 4.034], [4.546, 2.696, -2.524], [-3.137, 0.758, 1.880], [1.358, 0.548, -4.192], [4.510, 3.382, -1.319], [-4.209, 0.295, -0.094], [0.553, 0.518, 3.891], [3.382, 2.145, -3.077], [-4.309, 1.662, 3.441], [3.307, 3.550, -0.622], [2.898, 0.722, 2.037], [-1.117, -7.747, -2.297], [-1.854, 0.720, 2.644], [-0.749, 0.680, 1.907], [-4.311, 1.260, 2.437], [2.164, 3.001, -1.163], [0.927, 1.821, -2.616]], "forces_ev_per_angstrom": [[0.011, -0.004, -0.027], [0.000, 0.079, -0.017], [-0.018, 0.001, 0.006], [0.025, 0.031, 0.096], [0.016, -0.024, -0.020], [0.022, -0.018, -0.015], [-0.088, 0.005, -0.006], [-0.080, -0.117, 0.029], [-0.020, 0.005, 0.023], [-0.001, -0.065, -0.180], [-0.002, 0.024, 0.011], [-0.013, -0.039, 0.022], [-0.145, -0.944, -0.035], [0.000, -0.021, 0.011], [-0.006, 0.002, 0.007], [-0.017, 0.010, 0.011], [0.000, -0.066, 0.002], [-0.012, 0.015, -0.009], [-0.053, -0.043, 0.000], [0.100, -0.005, -0.051], [-0.013, 0.011, -0.034], [0.058, 0.019, -0.052], [-0.015, -0.044, -0.029], [0.052, 0.216, -0.194], [-0.019, 1.161, -0.353], [0.028, -0.005, 0.010], [-0.029, 0.360, 0.048], [-0.032, 0.024, -0.015], [0.005, 0.009, 0.046], [0.067, 0.298, 0.013], [-0.004, 0.005, 0.006], [0.046, 0.076, 0.062], [0.128, 0.316, 0.058], [0.010, 0.015, 0.017], [0.007, -0.038, -0.023], [-0.001, -0.020, 0.020], [-0.020, -0.001, -0.003], [-0.035, 0.027, -0.028], [0.122, -0.273, -0.042], [0.006, -0.010, 0.039], [-0.079, -0.480, 0.490], [-0.006, 0.005, 0.001], [0.010, -0.004, -0.016], [0.022, -0.011, 0.002], [0.366, -0.294, -0.015], [-0.052, 0.015, 0.021], [-0.009, -0.236, 0.091], [0.003, 0.012, 0.015], [-0.056, -0.049, -0.094], [-0.089, 0.028, -0.066], [-0.030, 0.012, 0.031], [0.090, 0.008, 0.001], [-0.033, -0.016, -0.003], [-0.043, -0.015, -0.031], [0.045, 0.024, -0.007], [0.039, -0.020, -0.001], [-0.003, -0.002, -0.009], [0.003, -0.014, -0.012], [0.016, 0.044, -0.004], [-0.019, 0.024, 0.020], [0.002, -0.005, 0.015], [-0.033, 0.006, 0.051], [-0.092, -0.223, -0.066], [-0.027, 0.043, 0.023], [-0.078, 0.070, 0.061], [-0.026, 0.108, 0.101]], "lowdin_charge": [0.09, 0.09, 0.09, 0.01, 0.11, 0.11, 0.08, 0.08, 0.09, -0.12, 0.11, 0.11, -0.69, 0.10, -0.20, 0.10, -0.07, 0.11, 0.05, -0.21, 0.12, 0.16, -0.03, -0.14, 0.42, 0.10, -0.05, -0.07, -0.07, -0.09, 0.07, -0.07, -0.05, 0.10, -0.15, 0.14, 0.09, -0.14, 0.50, -0.06, 0.05, 0.11, 0.10, 0.11, -0.88, -0.50, 0.07, 0.10, -0.21, 0.05, -0.13, -0.21, 0.08, -0.12, -0.16, 0.05, -0.04, 0.11, -0.03, -0.01, 0.11, -0.20, 0.11, -0.01, -0.22, -0.12], "total_charge": -1, "homo_energy_ev": -4.0754, "spin_multiplicity": 1, "relative_energy_ev": 0.391, "e_lumo_ev": 1.97}

---

Number 1: DFT total energy -8932.529 eV. Number 2: DFT total energy -116902.813 eV.